A molecular structure, C23H26F5N4O4SSrTe in a non-equilibrium geometry, computed with ωB97M-V with the def2-TZVPD basis set.

Calculated values
ΔE to the lowest compared entry with this formula, charge and spin, eV: 0.421
Gap between HOMO and LUMO, eV: 8.7
LUMO, eV: -3.305
HOMO, eV: -11.984

ORCA input file:
```
! wB97M-V def2-TZVPD RIJCOSX def2/J DEFGRID3
* xyz 1 1
H 1.59671 -0.09122 2.66253
N -0.52186 -0.06145 1.32224
C 1.75517 -3.52424 4.33790
H -4.74297 -1.12521 -3.54349
F -2.73871 4.97554 -0.66295
H 1.28832 0.29386 5.26582
F -5.43498 4.36180 -3.24383
H 2.21950 -4.08252 5.14267
H -3.46708 -1.83167 -5.90504
H 4.10359 -1.41809 -1.02013
C 0.79439 -2.56263 4.62773
C 3.73099 -1.19193 -2.02320
S -0.54704 2.55901 1.65026
Te -4.01314 4.67212 -2.09179
F -5.22353 5.46445 -0.94244
Sr -1.96475 2.73584 -1.06472
H -3.53729 -3.21199 -4.80842
O -1.66850 -2.84550 -5.64920
C 1.50883 -3.08282 1.98988
C -2.65746 -1.47076 -3.98225
H 1.61138 2.75182 -0.79041
F -3.66240 6.35617 -2.78049
C 2.53581 -0.29762 -1.88916
C -3.71338 -0.91236 -3.27656
H 1.49577 1.51222 6.52619
C 0.56453 -2.09918 2.28157
F -4.40783 3.05864 -1.08138
O -2.76719 3.76586 -2.98394
C -1.17255 -0.27635 -2.52628
C 0.20399 -1.84101 3.60282
H 2.86155 -4.53642 2.80015
H 1.14165 -1.71129 -2.67670
C 2.66439 0.97683 -1.34693
O 3.35618 -2.36597 -2.70966
H 3.10590 1.57302 3.14381
H 0.50446 -2.37653 5.65508
C -2.90572 -2.38518 -5.14596
C 1.83673 1.20339 5.53545
H -0.52696 -1.54173 -4.14167
C -3.43616 -0.07569 -2.21933
N 0.32209 1.36013 -1.59201
H 4.51818 -0.64628 -2.54827
H 1.74917 -3.29239 0.95178
H 2.89846 0.94633 5.61050
H -4.24601 0.36388 -1.64821
C 1.27842 -0.71585 -2.28010
C -0.12154 -1.41447 1.15606
C 1.54116 1.75928 -1.21635
H 2.15256 3.21443 4.80862
C 2.07516 1.92993 3.11235
N -2.19424 0.24669 -1.83704
H 0.55510 2.59149 4.46632
N 1.27768 0.84922 2.51076
H -1.22640 0.18134 0.65802
C -1.36651 -1.14117 -3.59201
C 0.13557 1.02235 1.85962
C 2.11649 -3.78101 3.02071
C 1.61044 2.31296 4.51305
H 3.63034 1.36068 -1.03435
H -0.54301 -1.08303 3.82300
H 2.03820 2.78724 2.44635
C 0.19710 0.14026 -2.12266
H 4.13413 -2.90769 -2.87175
H -1.82276 -3.43601 -6.39200
O -0.48020 -1.98949 0.15946
*
```